Computed, not measured: a structure of composition C9H28NO8V, with wB97M-V/def2-TZVPD.

The geometry in XYZ format:
```
47
Properties=species:S:1:pos:R:3
O 1.7058 1.1135 -1.2089
V 0.6373 1.9059 -0.3759
O 1.0477 1.9919 1.1514
C -0.0598 -1.2233 -2.4704
C -1.2188 -1.5181 -1.4856
C -1.4014 -3.0550 -1.3302
C -0.4390 -3.7030 -0.4424
C -0.5480 -3.1298 0.9487
C -0.3468 -1.5321 0.9429
N -1.2783 -0.9376 -0.0787
O -1.2538 0.5410 -0.0606
C 1.1933 -1.3640 0.7748
C -0.6240 -1.0307 2.4418
C -2.5280 -1.0316 -2.1442
H -0.1299 -0.1774 -2.7690
H -0.1763 -1.6415 -3.4702
H 0.9500 -1.2982 -2.0669
H -1.2752 -3.5000 -2.3172
H -2.4052 -3.3652 -1.0399
H 0.5437 -3.5579 -0.8910
H -0.7539 -4.7465 -0.4459
H 0.1651 -3.6483 1.5895
H -1.5394 -3.3907 1.3190
H 1.7518 -1.8602 -0.0189
H 1.8087 -1.5774 1.6487
H 1.4512 -0.3102 0.6692
H 0.0148 -1.4657 3.2105
H -1.6675 -1.1408 2.7370
H -0.3396 0.0128 2.5768
H -2.8698 -1.6023 -3.0078
H -2.5651 0.0096 -2.4647
H -3.3883 -1.1531 -1.4860
O 2.6614 3.4282 3.0956
H 1.9270 4.0028 2.8797
H 3.4093 3.8124 2.6381
O -0.3020 2.4527 -2.5830
H -0.9579 3.1340 -2.4352
H -0.1167 2.4974 -3.5210
O -0.8555 3.5258 0.2286
H -0.7248 4.0459 1.0215
H -1.5266 4.0005 -0.2619
O 1.7903 0.9768 3.9860
H 1.2352 0.7314 3.2458
H 2.1741 1.8156 3.7304
O 2.0520 4.0943 -0.5933
H 1.8316 4.9481 -0.9655
H 2.9412 3.9203 -0.9019
```

The lowest unoccupied orbital energy (alpha / beta) is -4.374 / -5.552 eV. The calculation puts the highest occupied orbital energy (alpha / beta) at -12.67 / -12.67 eV. The total charge is +1. The total energy comes out at -1960.061168 Ha. The expectation value of S² is 0.75. The calculation puts the strongest force on any atom at 6.630 eV/A. As for the spin multiplicity: 2.

---

Computed, not measured: a structure of composition C35H39F3N3O4Os, with wB97M-V/def2-TZVPD.

The geometry in XYZ format:
```
85
Properties=species:S:1:pos:R:3
Os 1.1203 0.2867 -1.1225
C -3.4820 0.5953 2.9994
O -2.1062 1.0003 3.0052
C -1.8705 2.2436 3.5217
C -2.2404 2.5876 4.8162
C -2.0069 3.8666 5.2912
C -1.3899 4.8127 4.4810
C -0.9784 4.4624 3.2086
C -1.2052 3.1768 2.7284
N -0.8091 2.8581 1.3979
C -0.0518 1.8123 1.0316
N 0.5238 1.0838 1.9583
C 1.3482 -0.0463 1.8069
C 1.7251 -0.5211 0.5706
C 2.5694 -1.6444 0.5266
C 2.9787 -2.2514 1.6924
C 2.5836 -1.7615 2.9446
C 1.7709 -0.6552 3.0028
O 1.3102 -0.0530 4.1296
C 1.6718 -0.6322 5.3811
N 0.1284 1.5808 -0.3184
C -0.5767 2.4887 -1.2207
C 0.1781 3.4398 -1.9080
C -0.4242 4.3580 -2.7446
C -1.8078 4.3446 -2.8810
C -2.5661 3.4082 -2.2056
C -1.9708 2.4538 -1.3831
O -2.8361 1.6125 -0.7719
C -2.5133 0.2319 -0.6020
H -3.4951 -0.4391 2.6672
H -4.0519 1.2191 2.3080
H -3.9181 0.6597 3.9950
H -2.7219 1.8464 5.4408
H -2.3068 4.1267 6.2978
H -1.2158 5.8155 4.8459
H -0.4736 5.1821 2.5751
H -0.9932 3.5425 0.6793
H 0.3237 1.3264 2.9230
H 2.8934 -2.0440 -0.4283
H 3.6238 -3.1197 1.6497
H 2.9242 -2.2457 3.8484
H 1.1976 -0.0232 6.1433
H 2.7538 -0.6116 5.5183
H 1.3067 -1.6580 5.4475
H 1.2483 3.4626 -1.7551
H 0.1787 5.0854 -3.2710
H -2.2992 5.0647 -3.5222
H -3.6435 3.3759 -2.3041
H -3.4662 -0.2835 -0.5133
H -1.9370 0.0559 0.3060
H -1.9767 -0.1571 -1.4667
F 3.1126 2.1714 -2.2523
C 2.9784 1.2535 -1.2497
F 3.9374 0.3264 -1.4816
F 3.2843 1.8958 -0.1139
C -0.9712 -2.6800 0.4428
C -0.1933 -3.8145 -0.2160
C -1.1900 -4.9271 -0.5774
C 0.6604 -3.5114 -1.4511
C 1.4674 -4.5557 -1.8871
C 2.2512 -4.4594 -3.0277
C 2.1836 -3.3172 -3.8002
C 1.3839 -2.2363 -3.4293
C 1.2982 -1.1088 -4.4588
C 0.5438 -1.6140 -5.6985
C 0.6800 0.2171 -4.0355
C 0.6996 -2.3291 -2.2071
O 0.0736 -1.1963 -1.7220
H -1.4514 -3.0734 1.3418
H -1.7560 -2.3133 -0.2223
H -0.3423 -1.8435 0.7370
H 0.5002 -4.2118 0.5310
H -1.8805 -4.5735 -1.3475
H -1.7769 -5.2117 0.2981
H -0.6989 -5.8221 -0.9565
H 1.4884 -5.4689 -1.3036
H 2.8908 -5.2812 -3.3217
H 2.7570 -3.2506 -4.7180
H 2.3291 -0.8971 -4.7549
H -0.5008 -1.8157 -5.4477
H 0.9773 -2.5337 -6.0877
H 0.5670 -0.8651 -6.4920
H -0.3385 0.1204 -3.6699
H 0.6785 0.9220 -4.8674
H 1.3331 0.6842 -3.2746
```

The lowest unoccupied orbital energy is -4.097 eV. The calculation puts the highest occupied orbital energy at -10.68 eV. The total charge is +1. The total energy comes out at -2212.341278 Ha. The calculation puts the strongest force on any atom at 2.402 eV/A.

---

Computed, not measured: a cluster of 2 separate species, C16H25N7O3S in total, with wB97M-V/def2-TZVPD.

The geometry in XYZ format:
```
52
Properties=species:S:1:pos:R:3
O 0.1834 -4.1953 2.0963
O -0.3146 5.3695 1.3303
O -0.2863 1.9612 3.3514
N -1.2523 -2.2569 -3.7853
S 1.2498 -2.5516 -3.0359
C -0.9000 -4.2480 1.5230
C 0.4407 4.9484 0.4687
C 0.4412 2.5240 2.5383
C -0.0135 -2.0982 -4.1730
C -2.4149 -3.0387 -1.7622
C -2.3112 -3.5273 -0.4499
C 0.1047 -3.4739 -0.6228
C -1.2612 -2.7640 -2.4936
C -0.0156 -2.9832 -1.9228
C -1.0464 -3.7515 0.1402
N -1.8368 -5.3864 3.5379
N 1.5083 -1.1998 -5.9541
N -1.9631 -4.8178 2.2167
N 0.2101 -1.5663 -5.4353
N 1.5630 3.1513 2.9157
N 0.7075 3.6536 0.2956
C 1.1424 5.9101 -0.4604
C 2.0338 3.2309 4.2962
C -0.2870 -0.0075 1.0342
C -0.1674 1.2103 -1.1044
C 0.3481 1.2056 0.3454
C 0.0555 2.5558 1.0455
H -3.3806 -2.8592 -2.2230
H -3.2261 -3.7116 0.1038
H 1.0952 -3.6308 -0.2025
H -0.8657 -5.6733 3.7058
H -2.1265 -4.7222 4.2599
H 2.0650 -0.6749 -5.2733
H 2.0285 -2.0126 -6.2985
H -2.8207 -4.9695 1.6882
H -0.6470 -1.2871 -5.9212
H 2.0688 3.6559 2.2077
H 1.3250 3.4018 -0.4583
H 0.8293 6.9250 -0.2170
H 2.2192 5.8210 -0.3328
H 0.8662 5.6829 -1.4880
H 2.9211 3.8616 4.3584
H 1.2470 3.6537 4.9250
H 2.2700 2.2298 4.6613
H -1.3614 0.1417 1.1440
H 0.1556 -0.1630 2.0178
H -0.1062 -0.9063 0.4484
H 0.0391 0.2479 -1.5747
H -1.2444 1.3811 -1.1153
H 0.3252 1.9830 -1.6917
H 1.4279 1.0525 0.3205
H -1.0228 2.7181 1.0198
```

The SMILES is CNC(=O)[C@@H](NC(C)=O)C(C)C.NNC(=O)c1ccc2nc(NN)sc2c1. The lowest unoccupied orbital energy is 0.225 eV. The calculation puts the highest occupied orbital energy at -8.50 eV. The total charge is 0. The total energy comes out at -1631.907217 Ha. The calculation puts the strongest force on any atom at 2.582 eV/A.

---

> Among the records above, which one has the lowest total charge?

C16H25N7O3S